Record 1
Entry from OMol25: a 2-piece molecular cluster, CH4S3Si overall in a non-equilibrium geometry (the ωB97M-V functional and the def2-TZVPD basis).

Each line ends with the natural charge from an NBO analysis.
CARTESIAN COORDINATES (ANGSTROEM)
C: -3.2695 -0.7846 -0.4646  -0.358
Si: 2.0660 0.7930 0.2906  0.794
S: -3.5640 -0.6947 1.0584  0.205
S: -2.7331 -0.8850 -1.9318  0.154
S: 0.3460 -0.3675 0.6968  -0.465
H: 1.9555 2.1906 0.8007  -0.151
H: 3.0314 0.0646 1.0573  -0.158
H: 1.8554 0.6535 -1.0223  -0.172
H: 0.3122 -0.9700 -0.4851  0.152

Atoms 1-3, force components in eV/Å:
C 0.87 -0.05 -0.02
Si -0.75 0.59 3.11
S -0.27 -0.01 -0.55

Output
Relative energy (zero: lowest compared OMol25 entry of this formula, charge and spin), eV: 0.253
Largest force on an atom, eV/A: 3.71
Frontier orbital gap, eV: 9.272
Multiplicity: 1

=====

Record 2
Entry from OMol25: C35H43NOReS3Si as an isolated structure in a non-equilibrium geometry (the ωB97M-V functional and the def2-TZVPD basis).

Each line ends with the Mulliken spin population.
CARTESIAN COORDINATES (ANGSTROEM)
Re: 0.8624 -0.8945 0.7999  1.514
C: 1.7452 -1.6996 4.1139  0.000
C: 1.9609 -0.8761 2.8700  -0.048
C: 2.9549 -1.2464 1.9473  -0.003
C: 3.6299 -2.5808 2.1162  0.008
C: 3.3238 -0.3820 0.8704  0.109
C: 4.5092 -0.6998 0.0023  -0.013
C: 2.6716 0.8509 0.7302  -0.006
C: 3.1190 1.7959 -0.3480  -0.003
C: 1.6115 1.2162 1.6109  0.275
C: 0.9855 2.5921 1.5843  -0.014
C: 1.2109 0.3360 2.6616  -0.087
C: 0.1296 0.7306 3.6322  0.021
H: 1.2607 -2.6524 3.9096  -0.002
H: 1.1410 -1.1724 4.8424  0.001
H: 2.7110 -1.9061 4.5741  -0.001
H: 4.5766 -2.4499 2.6438  -0.003
H: 3.8466 -3.0439 1.1576  0.002
H: 3.0199 -3.2660 2.6969  0.003
H: 4.2284 -0.8810 -1.0322  0.000
H: 5.0531 -1.5668 0.3594  -0.001
H: 5.1976 0.1453 0.0032  0.000
H: 3.8921 2.4547 0.0531  -0.001
H: 2.3133 2.4177 -0.7190  0.000
H: 3.5461 1.2675 -1.1944  -0.001
H: -0.0587 2.5813 1.2802  0.011
H: 1.5236 3.2700 0.9306  -0.002
H: 1.0170 3.0145 2.5879  0.001
H: 0.5596 1.2041 4.5163  -0.005
H: -0.4374 -0.1375 3.9591  -0.001
H: -0.5693 1.4292 3.1838  -0.002
S: -0.6812 -2.3051 1.9143  0.039
C: 0.2767 -3.4985 1.0823  0.058
N: 1.0929 -2.8813 0.2445  -0.020
C: 1.9164 -3.7573 -0.4406  -0.010
C: 2.8517 -3.4359 -1.4169  0.008
C: 3.5751 -4.4696 -1.9771  0.001
C: 3.3666 -5.7957 -1.5861  0.003
C: 2.4215 -6.1253 -0.6346  0.001
C: 1.6940 -5.0883 -0.0617  0.000
S: 0.4302 -5.2009 1.1439  0.023
H: 2.9854 -2.4143 -1.7348  0.005
H: 4.3081 -4.2541 -2.7402  0.000
H: 3.9469 -6.5802 -2.0471  0.000
H: 2.2540 -7.1531 -0.3518  0.000
O: 0.1365 -0.6123 -1.0408  0.055
S: -0.7947 -0.2267 -2.2274  0.063
C: -2.3878 0.1299 -1.6158  0.426
C: -3.3440 0.6023 -2.6601  0.116
C: -4.9063 1.4624 -0.7876  -0.006
C: -5.2417 0.0153 -0.5769  -0.014
C: -4.2847 -0.8909 -0.3921  0.063
C: -2.8278 -0.4837 -0.3282  0.129
C: -0.2550 1.3527 -2.8159  0.062
C: 0.0334 2.3841 -1.9411  -0.007
C: 0.4086 3.6098 -2.4560  0.011
C: 0.4783 3.7916 -3.8328  -0.003
C: 0.1858 2.7486 -4.6980  0.008
C: -0.1757 1.5071 -4.1914  0.014
H: -2.8236 0.9490 -3.5558  0.014
H: -5.8206 2.0559 -0.7232  -0.001
H: -6.2774 -0.2966 -0.5796  -0.001
H: -4.5282 -1.9361 -0.2709  0.003
H: -2.2187 -1.3795 -0.1490  0.043
H: -0.0608 2.2271 -0.8778  -0.023
H: 0.6263 4.4339 -1.7909  0.000
H: 0.7610 4.7539 -4.2319  0.000
H: 0.2469 2.8937 -5.7666  0.000
H: -0.3840 0.6808 -4.8553  0.002
C: -2.8329 3.5444 0.2672  0.016
Si: -3.8015 1.9817 0.6632  0.004
C: -4.2935 1.7104 -2.1762  0.051
C: -4.8071 2.2117 2.2183  0.000
C: -2.6204 0.5004 0.8504  0.037
H: -3.4894 4.3443 -0.0676  0.001
H: -2.0933 3.3804 -0.5156  -0.010
H: -2.3174 3.9135 1.1521  0.001
H: -3.7645 2.6649 -2.1872  0.011
H: -5.0870 1.7879 -2.9214  -0.009
H: -3.9358 -0.2684 -2.9669  0.014
H: -5.4626 3.0769 2.1415  0.000
H: -4.1739 2.3601 3.0901  0.000
H: -5.4303 1.3385 2.4074  0.000
H: -2.8337 -0.0393 1.7733  0.011
H: -1.5761 0.8290 0.8987  0.058

Atoms 1-3, force components in eV/Å:
Re 1.92 0.54 0.36
C 0.10 -0.01 -0.01
C 0.07 0.15 0.30

Output
Total charge: +2
Relative energy (zero: lowest compared OMol25 entry of this formula, charge and spin), eV: 0.352
⟨S²⟩: 3.772
Largest force on an atom, eV/A: 2.02
Frontier orbital gap (spin up / spin down), eV: 7.565 / 6.884
Multiplicity: 4

=====

Record 3
Entry from OMol25: C5H7NO as an isolated structure (the ωB97M-V functional and the def2-TZVPD basis).

Each line ends with the natural charge from an NBO analysis.
CARTESIAN COORDINATES (ANGSTROEM)
O: 2.4376 0.1337 0.0809  -0.697
C: 1.2417 0.4890 -0.5494  0.091
C: 0.1588 -0.5665 -0.7500  -0.096
C: -0.3284 -0.4779 0.7267  -0.248
C: -1.7329 -0.2505 0.2008  -0.232
N: -0.9247 0.5109 -0.8274  -0.350
C: 0.0417 0.9524 0.2773  -0.093
H: 2.2646 -0.6224 0.6585  0.465
H: 1.4896 1.1088 -1.4120  0.185
H: 0.1327 -1.4344 -1.4174  0.204
H: 0.0300 -1.0030 1.6202  0.195
H: -2.2776 -1.1003 -0.2267  0.187
H: -2.4041 0.3772 0.7962  0.187
H: -0.1292 1.8830 0.8224  0.203

Atoms 1-3, force components in eV/Å:
O 0.00 -0.25 0.20
C -0.12 0.19 -0.27
C 0.25 -0.36 -0.27

Output
Relative energy (zero: lowest compared OMol25 entry of this formula, charge and spin), eV: 4.223
Largest force on an atom, eV/A: 0.53
Frontier orbital gap, eV: 10.280
Multiplicity: 1